1.
ORCA calculation (ωB97M-V with the def2-TZVPD basis set) on C17H18N2O4S2 in the gas phase in a non-equilibrium geometry.

Cartesian coordinates (Å):
C  -2.67955  -0.82013  -0.75563
C  -2.05319  0.38240  -1.62536
O  -1.38303  1.17841  -0.77566
C  -1.80818  2.23081  -0.21782
C  -3.04764  2.52124  -0.35040
C  -3.52759  3.58766  0.52240
C  -2.58251  4.45846  1.26057
C  -1.43382  4.12930  0.98868
C  -0.92965  2.97930  0.37576
N  0.47002  2.81130  0.42273
S  1.11990  2.12368  -0.86758
O  0.54411  2.51251  -2.20255
O  2.73677  2.78346  -0.88565
C  1.21747  0.45979  -0.76408
C  1.32242  -0.14991  0.29806
C  1.45101  -1.53018  0.65622
C  1.51157  -2.16942  -0.62767
C  1.45472  -1.65447  -1.80867
C  1.19058  -0.24843  -2.02260
H  1.32476  0.19896  -2.80229
H  1.38634  -2.33757  -2.84521
S  1.16432  -4.15662  -0.40767
C  2.52846  -4.68629  0.44571
C  3.21371  -3.63152  1.47243
C  1.97130  -3.21550  2.08255
O  1.99162  -3.44089  3.38911
N  1.51204  -2.00321  1.75663
H  0.62366  -1.67824  2.51470
H  4.09845  -4.07524  1.96398
H  3.62260  -2.69154  0.76085
H  2.13875  -5.54808  0.90695
H  3.37436  -5.02515  -0.48473
H  1.23979  0.51064  1.33400
H  1.13775  3.46850  0.87911
H  -0.63538  4.85265  1.57402
H  -3.31922  5.28602  1.71056
H  -4.74640  3.77240  0.32752
H  -3.83893  1.84142  -0.37375
H  -2.74330  0.80200  -2.14298
H  -1.30539  -0.31255  -2.16839
H  -3.29867  -0.34938  0.03936
H  -3.18053  -1.61888  -1.25659
H  -1.83349  -1.54766  -0.29662

HOMO in eV: -8.64
SMILES: CCOc1ccccc1NS(=O)(=O)c1ccc2c(c1)NC(=O)CCS2
HOMO-LUMO gap in eV: 7.9470
Max |F| in Eh/bohr: 0.3237
Lowest unoccupied orbital energy in Ha: -0.0255

***

2.
ORCA calculation (ωB97M-V with the def2-TZVPD basis set) on C17H18N2O5 in the gas phase in a non-equilibrium geometry.

Cartesian coordinates (Å):
C  -3.45592  -1.92074  -1.79035
H  -4.45843  -1.62549  -2.09280
H  -2.73761  -1.24402  -2.24457
H  -3.26371  -2.92961  -2.14427
C  -3.33306  -1.87906  -0.26811
C  -4.34809  -2.82151  0.37928
H  -5.35593  -2.54601  0.08059
H  -4.27915  -2.75776  1.46195
H  -4.15338  -3.84396  0.07035
C  -1.91391  -2.22693  0.18038
H  -1.83600  -2.15267  1.26316
H  -1.19764  -1.54579  -0.27129
H  -1.67461  -3.24248  -0.12173
O  -3.70514  -0.56857  0.23218
C  -2.99191  0.51186  -0.12054
O  -2.06256  0.55041  -0.88495
N  -3.51822  1.59619  0.53960
N  -3.20952  2.90967  0.34048
C  -2.02642  3.32907  0.14214
C  -0.73226  2.64921  0.17116
C  -0.44584  1.65365  1.10711
C  0.79415  1.05622  1.13345
C  1.77395  1.43329  0.21724
C  1.51285  2.43676  -0.70576
C  0.27060  3.04236  -0.71114
H  0.06612  3.81946  -1.43272
H  2.26501  2.73942  -1.41470
O  2.98234  0.77111  0.36101
C  3.94863  0.74335  -0.57816
O  3.90224  1.25641  -1.66549
C  5.08652  -0.03088  -0.06775
C  5.28876  -0.65482  1.14181
C  6.56771  -1.23780  1.06970
C  7.04738  -0.92783  -0.17199
O  6.16582  -0.20444  -0.85883
H  7.97531  -1.16391  -0.65544
H  7.06368  -1.80625  1.82911
H  4.60278  -0.68156  1.96265
H  1.02553  0.28646  1.85324
H  -1.19464  1.35996  1.82802
H  -1.99338  4.39178  -0.07601
H  -4.45204  1.47547  0.91199

HOMO in eV: -8.48
SMILES: CC(C)(C)OC(=O)N/N=C\c1ccc(OC(=O)c2ccco2)cc1
HOMO-LUMO gap in eV: 8.8573
Max |F| in Eh/bohr: 0.0217
Lowest unoccupied orbital energy in Ha: 0.0140

***

3.
ORCA calculation (ωB97M-V with the def2-TZVPD basis set) on C17H18N4O2Pt as an isolated structure in a non-equilibrium geometry.

Cartesian coordinates (Å):
Pt  0.03918  0.01957  -0.00708
C  -1.65632  -1.62331  -3.59363
C  -1.45216  -1.26261  -2.14335
O  -0.40071  -0.55910  -1.89179
C  -2.40352  -1.71417  -1.21182
C  -2.44278  -1.51900  0.16198
C  -3.55898  -2.09385  0.97300
N  -1.47754  -0.80443  0.82149
N  -1.58192  -0.65968  2.12262
C  -0.56949  0.06471  2.65810
O  0.38233  0.54132  1.89432
C  -0.50687  0.33118  4.06302
C  -1.47047  -0.13037  4.98054
C  -1.34019  0.16617  6.31746
C  -0.26586  0.91971  6.78254
C  0.69217  1.38123  5.88457
C  0.57785  1.09447  4.54726
H  -0.84404  -1.20322  -4.18071
H  -2.60219  -1.22270  -3.95570
H  -1.66421  -2.70518  -3.71890
H  -3.22009  -2.29491  -1.62052
H  -4.24908  -2.63284  0.33065
H  -4.08910  -1.30287  1.50165
H  -3.16608  -2.76409  1.73637
H  -2.30246  -0.71421  4.61995
H  -2.08082  -0.18940  7.02006
H  -0.17661  1.14466  7.83480
H  1.52974  1.96715  6.23766
H  1.30878  1.44172  3.83253
N  5.01546  2.87731  -2.24562
C  3.92354  2.25133  -1.71512
C  2.68025  2.89623  -1.62170
C  1.59246  2.21132  -1.14439
N  1.65391  0.92841  -0.75544
C  2.83562  0.29877  -0.83930
C  3.97182  0.90966  -1.30493
H  4.99207  3.88022  -2.31594
H  5.91713  2.46015  -2.08948
H  2.58365  3.92665  -1.92197
H  0.62240  2.68755  -1.05578
H  2.84693  -0.73399  -0.51000
H  4.89971  0.36405  -1.35403

HOMO in eV: -6.50
HOMO-LUMO gap in eV: 6.9518
Max |F| in Eh/bohr: 0.0902
Lowest unoccupied orbital energy in Ha: 0.0166

***

4.
ORCA calculation (ωB97M-V with the def2-TZVPD basis set) on a 2-piece molecular cluster, C17H18O4 overall in a non-equilibrium geometry.

Cartesian coordinates (Å):
O  -1.58327  -0.58025  -1.82720
C  -1.30195  0.44713  -1.30740
C  -2.37990  1.22940  -0.64083
C  -3.80076  0.73185  -0.48727
C  -4.43381  1.58304  0.17406
C  -3.52881  2.58042  0.64735
O  -2.41038  2.17979  0.20043
H  -3.50388  3.60152  1.03713
H  -5.53134  1.82680  0.55754
H  -4.26726  -0.16550  -0.87247
C  -0.15665  1.31962  -1.18876
H  -0.32433  2.29838  -1.38266
C  0.61825  0.62770  0.02180
C  1.96236  1.54675  0.19881
C  2.51010  2.25687  0.96278
C  3.74773  2.53972  0.73297
C  3.96710  1.75621  -0.52596
O  2.76624  1.18833  -0.77513
H  4.83259  1.96360  -1.35657
H  4.52696  3.23421  1.19659
H  2.03122  2.61282  1.91214
H  -0.11928  1.34381  1.09667
C  0.70987  -0.58806  0.48893
C  -0.64844  -1.19737  1.17181
O  -1.50021  -0.36378  1.09746
C  -0.53146  -2.71940  1.19299
H  -1.62673  -3.22535  1.43949
H  0.04855  -2.79343  2.04315
C  -0.16293  -3.54903  0.10796
C  1.33757  -3.04825  -0.30976
C  1.22391  -1.42437  -0.80402
H  2.15529  -1.18311  -1.19696
H  0.54612  -1.39756  -1.56439
H  1.66381  -3.70503  -1.25284
H  1.96036  -3.21569  0.45931
H  -0.01501  -4.37623  0.26840
H  -0.73360  -3.36003  -1.01883
H  1.44231  -0.79289  1.51683
H  0.50969  0.81737  -2.01355

HOMO in eV: -7.98
HOMO-LUMO gap in eV: 8.5163
Max |F| in Eh/bohr: 0.3756
Lowest unoccupied orbital energy in Ha: 0.0199

***

5.
ORCA calculation (ωB97M-V with the def2-TZVPD basis set) on C17H19AuNO5P2 as an isolated structure.

Cartesian coordinates (Å):
Au  0.13511  0.12139  0.26807
O  2.25636  -3.27970  -4.77211
C  1.85533  -2.57025  -3.71598
C  1.31459  -3.12074  -2.56329
C  0.94235  -2.27059  -1.53559
N  1.05335  -0.94857  -1.60757
C  1.60157  -0.42655  -2.71306
C  2.01362  -1.17939  -3.78185
C  1.80549  1.04717  -2.68055
O  1.94521  1.66881  -3.82361
O  1.87121  1.73221  -1.68270
C  0.40574  -2.85010  -0.22417
O  0.04395  -4.00881  -0.20996
O  0.41966  -2.02490  0.75912
H  2.12226  -4.22497  -4.63330
H  1.17620  -4.18571  -2.42799
H  2.47247  -0.72647  -4.65077
C  -1.08786  -0.89465  3.40360
P  -1.68017  -0.50972  1.74300
C  -2.71549  -1.89628  1.22786
C  -2.71509  0.97756  1.81781
C  -4.00833  0.93496  2.33033
C  -4.80371  2.07055  2.32677
C  -4.31289  3.25846  1.80730
C  -3.02272  3.31577  1.30145
C  -2.21317  2.18387  1.30279
P  -0.49751  2.28317  0.69923
C  -0.45851  3.52814  -0.60760
C  0.43668  3.01709  2.06932
H  -1.92724  -1.11479  4.06516
H  -0.52607  -0.05359  3.80711
H  -0.43664  -1.76550  3.32915
H  -3.58098  -2.00421  1.88274
H  -2.10930  -2.80221  1.26187
H  -3.05525  -1.73645  0.20517
H  -4.40666  0.01135  2.73136
H  -5.80877  2.02507  2.72367
H  -4.93487  4.14317  1.79349
H  -2.65549  4.25212  0.90189
H  -1.13934  3.24639  -1.41028
H  0.55439  3.56311  -1.00483
H  -0.73075  4.51142  -0.22416
H  -0.01183  3.96755  2.36164
H  1.46702  3.18263  1.75415
H  0.43542  2.34297  2.92458

Charge: +1
HOMO (spin up / spin down) in eV: -10.49 / -12.30
Multiplicity: 3
HOMO-LUMO gap (spin up / spin down) in eV: 7.4176 / 6.3209
Max |F| in Eh/bohr: 0.0106
Lowest unoccupied orbital energy (spin up / spin down) in Ha: -0.1130 / -0.2197